{
  "formula": "C3H7OPS",
  "method": "ωB97M-V/def2-TZVPD",
  "spin_multiplicity": 1,
  "lumo_ev": -0.53,
  "charge": 0,
  "smiles": "C=CP(O)SC",
  "e_above_lowest_kcal_mol": 60.02,
  "species": ["C", "C", "P", "O", "S", "C", "H", "H", "H", "H", "H", "H", "H"],
  "xyz": [[-0.2989, 0.6197, 2.2976], [-0.3167, 1.1529, 1.1083], [-1.7977, 0.6807, 0.0550], [-2.2103, -0.6702, 0.6912], [-0.1373, -0.7096, -1.3311], [1.5200, -0.6285, -2.3436], [0.3598, 0.9963, 3.0479], [-1.2001, -0.0333, 2.5479], [0.2789, 1.8367, 0.6462], [-1.6089, -1.3666, 0.7742], [1.9299, 0.3512, -2.2753], [2.1730, -1.4674, -1.8373], [1.3083, -0.7620, -3.3810]],
  "forces_ev_per_a": [[-1.669, -0.409, 1.163], [-3.446, -1.696, -1.021], [3.392, 1.194, -1.561], [-2.918, 0.186, 0.282], [-0.132, -0.383, -0.222], [-0.610, -1.077, 2.316], [0.517, -0.406, 0.579], [1.725, 0.779, 0.220], [1.972, 1.881, -0.713], [2.015, -1.882, 0.249], [0.681, 0.609, 0.500], [-1.267, 1.869, -1.261], [-0.259, -0.665, -0.532]]
}